# 1
Here is C34H28F5N6NiO4S6Sb as an isolated structure from the Open Molecules 2025 dataset. Energies are from ωB97M-V/def2-TZVPD.

The geometry in ORCA input format:
```
! wB97M-V def2-TZVPD RIJCOSX def2/J DEFGRID3
* xyz -2 3
Ni -0.14319 0.45053 -0.18487
S -2.95062 1.84407 1.89505
S -2.58461 3.72468 1.14386
S -2.33975 3.43402 -0.86758
S -0.42918 2.70848 -1.15976
C 3.50782 -1.81782 2.77644
N 3.03743 -0.48168 2.43964
C 3.37542 0.60682 3.17084
C 2.88727 1.82831 2.88670
C 1.98888 1.93373 1.77196
N 1.64740 0.86548 1.06641
C 2.12149 -0.37166 1.38385
O 1.76346 -1.38177 0.79663
N 1.51095 3.12152 1.40649
H 4.27780 -1.73272 3.54113
H 3.91813 -2.29776 1.89044
H 2.68700 -2.43313 3.14270
H 4.05579 0.42832 3.99267
H 3.15701 2.69322 3.47238
H 1.57044 3.88188 2.05966
H 0.75806 3.14860 0.70289
O 7.20367 -4.12580 -5.66073
S 6.11057 -3.52205 -6.40910
O 4.82288 -4.15844 -6.22428
O 6.43214 -3.17470 -7.78337
C 5.95369 -1.89476 -5.59142
N 6.98755 -1.06448 -5.74664
C 6.90800 0.09066 -5.11022
C 5.82787 0.44599 -4.31891
C 4.79348 -0.47753 -4.23403
N 4.86509 -1.64376 -4.87558
C 3.57787 -0.23514 -3.40667
C 2.64097 -1.24340 -3.21393
C 1.55342 -1.00992 -2.38673
N 1.35651 0.14703 -1.74859
C 2.24046 1.12220 -1.95677
C 3.34490 0.98245 -2.77343
H 7.74861 0.76901 -5.23051
H 5.81228 1.39075 -3.79706
H 2.77660 -2.20003 -3.69938
H 0.82115 -1.78186 -2.19912
H 2.05698 2.05550 -1.43851
H 4.00984 1.82532 -2.89463
F -1.11923 -2.03825 -1.13784
C -1.64572 -0.73594 -0.94486
F -2.72966 -0.95372 -0.10180
C -2.29061 -0.44046 -2.29859
F -3.10090 -1.43974 -2.72599
F -3.03788 0.66471 -2.25502
F -1.35750 -0.27646 -3.25236
S -1.09020 0.99934 2.04283
Sb -1.09843 -2.55111 2.27497
C -2.14706 -1.90628 4.02922
C -1.60280 -1.81342 5.30614
C -2.32274 -1.24307 6.35018
C -3.59611 -0.74308 6.12679
C -4.14015 -0.80046 4.85044
C -3.41860 -1.37118 3.81301
C 0.22378 -4.04408 3.13912
C 0.17195 -4.61949 4.40672
C 1.10768 -5.56834 4.80172
C 2.10667 -5.97266 3.92624
C 2.16189 -5.42402 2.65236
C 1.23458 -4.46189 2.27049
C -2.53569 -4.05905 1.72305
C -2.39939 -4.61570 0.45297
C -3.26200 -5.61489 0.02016
C -4.28200 -6.06022 0.84903
C -4.43435 -5.50317 2.11104
C -3.56541 -4.50918 2.54387
H -0.59398 -2.15970 5.49652
H -1.87796 -1.17843 7.33682
H -4.15427 -0.28975 6.93742
H -5.11850 -0.37892 4.65407
H -3.84605 -1.37577 2.81490
H -0.62381 -4.35387 5.09222
H 1.04744 -6.00198 5.79372
H 2.83351 -6.71563 4.23243
H 2.93170 -5.73527 1.95599
H 1.31816 -4.01131 1.28563
H -1.63200 -4.25071 -0.21982
H -3.14415 -6.03130 -0.97307
H -4.96205 -6.83215 0.50827
H -5.23282 -5.84108 2.76218
H -3.69363 -4.08571 3.53307
*
```

For the LUMO energy (spin up / spin down), the calculation gives 3.51 / 3.51 eV. For the electronic energy, the calculation gives -6579.17109 a.u. As for the HOMO-LUMO gap (spin up / spin down): 5.98 / 6.43 eV. As for the highest occupied orbital energy (spin up / spin down): -2.5 / -2.9 eV.


# 2
Here is a 3-piece molecular cluster, C34H29BNO8S overall from the Open Molecules 2025 dataset. Energies are from ωB97M-V/def2-TZVPD.

The geometry in ORCA input format:
```
! wB97M-V def2-TZVPD RIJCOSX def2/J DEFGRID3
* xyz 1 1
C 7.68920 2.53180 -0.95736
C 7.12231 3.76321 -1.63834
O 6.30490 3.44537 -2.75242
C 6.36448 4.69449 -0.65155
C 4.87939 4.63534 -0.67320
N 4.16127 5.65423 -0.27748
C 2.70565 5.47581 -0.33885
C 2.54655 3.98482 -0.08987
O 1.34596 3.45160 -0.44538
B 0.41488 3.03082 0.51330
O 0.14885 3.83454 1.60287
O -0.20448 1.86640 0.23717
S 3.94932 3.27588 -1.11762
H 6.91872 1.96591 -0.42724
H 8.46544 2.81546 -0.24622
H 8.15858 1.88615 -1.70023
H 7.95453 4.35885 -2.01863
H 6.13544 2.49866 -2.77221
H 6.64360 4.41813 0.37265
H 6.67364 5.73318 -0.78361
H 4.58082 6.52620 0.01688
H 2.33116 5.76778 -1.32188
H 2.21457 6.04423 0.44867
H 2.84792 3.75629 0.93919
H 0.49841 3.55141 2.44997
H -0.88720 1.66618 0.88776
C -9.03597 -0.90057 0.26586
C -8.22945 -1.73234 1.03436
C -6.85075 -1.63784 0.94722
C -6.27325 -0.71495 0.08284
C -7.08367 0.11236 -0.69938
C -8.46616 0.01956 -0.59866
C -6.49757 1.09514 -1.65697
O -7.19648 1.82348 -2.32525
C -5.00806 1.14504 -1.76768
C -4.42428 2.01352 -2.68291
C -3.04431 2.07590 -2.79564
C -2.24110 1.27219 -1.99280
C -2.81926 0.40703 -1.08079
C -4.20255 0.33881 -0.96461
C -4.79235 -0.61860 0.01641
O -4.06845 -1.28628 0.72825
H -10.11295 -0.97299 0.34077
H -8.67891 -2.45448 1.70303
H -6.20685 -2.27221 1.54118
H -9.07767 0.67267 -1.20617
H -5.06754 2.62831 -3.29800
H -2.59359 2.74983 -3.51277
H -1.16480 1.31178 -2.08243
H -2.21065 -0.23210 -0.45413
C 3.05994 -5.59857 4.22427
C 3.94517 -5.85363 3.18222
C 3.60171 -5.52478 1.88201
C 2.36576 -4.94634 1.61576
C 1.47206 -4.70306 2.65956
C 1.82703 -5.02468 3.96464
C 0.12556 -4.11188 2.40406
O -0.64062 -3.88040 3.31403
C -0.24087 -3.81707 0.98798
C -1.50709 -3.31304 0.71286
C -1.86306 -3.01995 -0.59244
C -0.95633 -3.22351 -1.62765
C 0.30530 -3.72808 -1.35989
C 0.66659 -4.03103 -0.05194
C 2.02491 -4.58933 0.20809
O 2.82423 -4.74447 -0.69078
H 3.33238 -5.85393 5.23996
H 4.90383 -6.31201 3.38711
H 4.27630 -5.71306 1.05786
H 1.12191 -4.82384 4.75976
H -2.20212 -3.15087 1.52519
H -2.84636 -2.62862 -0.80437
H -1.23729 -2.98583 -2.64595
H 1.02371 -3.89806 -2.15043
*
```

For the LUMO energy, the calculation gives -3.90 eV. For the electronic energy, the calculation gives -2392.70209 a.u. As for the HOMO-LUMO gap: 7.19 eV. As for the highest occupied orbital energy: -11.1 eV.


# 3
Here is C34H29F5HfN2O5P as an isolated structure from the Open Molecules 2025 dataset. Energies are from ωB97M-V/def2-TZVPD.

The geometry in ORCA input format:
```
! wB97M-V def2-TZVPD RIJCOSX def2/J DEFGRID3
* xyz 1 1
Hf -0.92574 -0.37279 1.15038
O -1.57004 3.69839 1.51779
C -1.56549 2.56635 1.13223
O -1.27613 1.49403 1.85677
C -1.84248 2.21701 -0.31329
C -2.29220 3.20330 -1.20020
C -2.50813 2.85201 -2.50175
C -2.25254 1.53137 -2.92349
C -2.39786 1.12773 -4.27440
C -2.08118 -0.14106 -4.65631
C -1.61696 -1.07306 -3.69826
C -1.48292 -0.71688 -2.38848
C -1.79221 0.59796 -1.97122
N -1.60553 0.96670 -0.66633
H -2.45024 4.20193 -0.82025
H -2.85897 3.58001 -3.22286
H -2.75756 1.84969 -4.99668
H -2.19015 -0.44296 -5.68886
H -1.37412 -2.08143 -4.00679
H -1.14378 -1.45018 -1.67116
N 0.38373 -2.30160 0.58127
C 1.08446 -2.37305 -0.68506
C 1.12646 -3.55336 -1.40581
C 1.79679 -3.57979 -2.62130
C 2.43168 -2.44218 -3.09626
C 2.37970 -1.26309 -2.36900
C 1.68761 -1.20947 -1.16124
P 1.46754 0.27729 -0.14212
C 1.51556 1.71491 -1.25701
C 1.08926 1.64672 -2.58285
C 1.05762 2.79205 -3.36357
C 1.43114 4.01547 -2.82569
C 1.84373 4.09089 -1.50315
C 1.89131 2.94775 -0.72229
C 2.94709 0.39258 0.89661
C 2.87785 1.10785 2.09287
C 4.00877 1.24977 2.87869
C 5.20540 0.66756 2.48305
C 5.27615 -0.05389 1.30035
C 4.14991 -0.19168 0.50432
H -0.19214 -3.13050 0.70960
H 1.05210 -2.28919 1.35263
H 0.64825 -4.44714 -1.02365
H 1.83187 -4.49824 -3.19171
H 2.96696 -2.47225 -4.03552
H 2.86787 -0.37444 -2.74761
H 0.78336 0.70113 -3.01943
H 0.74158 2.72575 -4.39679
H 1.40572 4.90757 -3.43727
H 2.13708 5.04116 -1.07782
H 2.23225 3.02002 0.30204
H 1.93906 1.53193 2.42487
H 3.94896 1.79650 3.80969
H 6.08558 0.76926 3.10405
H 6.20891 -0.51014 0.99707
H 4.21248 -0.75733 -0.41654
C -1.12635 -2.64461 4.87357
C -1.22449 -1.30856 4.16543
C -2.12512 -0.31413 4.87683
O -1.71872 -1.51888 2.80834
C 0.16885 -0.70446 3.95033
O 0.91315 -0.49682 4.86635
O 0.44890 -0.45173 2.67748
H -2.11835 -3.07565 5.01459
H -0.66696 -2.49313 5.84891
H -0.51194 -3.34689 4.30944
H -3.12246 -0.73422 5.01347
H -2.20271 0.61798 4.31670
H -1.69795 -0.09724 5.85521
H -2.64824 -1.87315 2.68244
F -3.39374 -0.21897 1.19550
C -3.60385 -1.62612 1.11376
F -2.28778 -1.88927 0.30292
C -4.65258 -1.79718 0.02007
F -5.83621 -1.45695 0.53161
F -4.68662 -3.07710 -0.35726
F -4.44423 -1.04988 -1.07794
*
```

For the LUMO energy, the calculation gives -3.58 eV. For the electronic energy, the calculation gives -2687.47739 a.u. As for the HOMO-LUMO gap: 8.37 eV. As for the highest occupied orbital energy: -11.9 eV.